# 1
65
Properties=species:S:1:pos:R:3:lowdin_charge:R:1 method="wB97M-V/def2-TZVPD" total_energy_ha=-1480.1407 max_force_ev_per_a=2.07 homo_energy_ev=-7.28 smiles="O=C1C([C@@H](c2ccccc2)[N@@H+]2CCC[C@H]2C(c2ccccc2)c2ccccc2)=C([O-])c2ccccc21"
C -5.117 2.477 1.835 -0.090
C -4.296 2.502 2.967 -0.078
C -3.064 1.844 2.949 -0.028
C -2.652 1.152 1.802 -0.184
C -1.271 0.463 1.814 -0.192
C -0.148 1.473 1.587 -0.199
C 0.914 1.566 2.496 -0.048
C 1.887 2.552 2.317 -0.080
C 1.791 3.437 1.240 -0.081
C 0.729 3.341 0.334 -0.053
C -0.239 2.348 0.505 -0.013
C -1.215 -0.675 0.792 -0.197
C -2.232 -1.761 1.201 -0.106
C -1.444 -3.064 1.359 -0.135
C -0.018 -2.593 1.650 -0.068
N 0.157 -1.367 0.742 0.030
C -3.462 1.149 0.660 -0.030
C -4.697 1.812 0.683 -0.065
H -6.081 2.984 1.851 0.102
H -4.606 3.029 3.869 0.103
H -2.407 1.860 3.822 0.119
H -1.123 -0.015 2.802 0.143
H 0.938 0.893 3.361 0.113
H 2.709 2.624 3.031 0.104
H 2.548 4.207 1.101 0.103
H 0.630 4.036 -0.502 0.111
H -1.103 2.282 -0.162 0.125
H -1.401 -0.300 -0.213 0.091
H -2.659 -1.481 2.175 0.122
H -3.057 -1.796 0.476 0.130
H -1.835 -3.671 2.191 0.122
H -1.468 -3.653 0.427 0.119
H 0.073 -2.228 2.679 0.134
H 0.761 -3.336 1.476 0.121
H 0.858 -0.742 1.147 0.152
H -3.143 0.651 -0.261 0.110
H -5.316 1.792 -0.215 0.108
C 1.625 2.501 -4.958 -0.079
C 2.326 1.681 -4.064 -0.005
C 1.586 0.873 -3.203 -0.098
C 0.196 0.861 -3.276 -0.116
C -0.516 1.640 -4.181 -0.009
C 0.215 2.483 -5.023 -0.079
C -0.327 -0.074 -2.271 -0.343
O -1.546 -0.338 -2.112 -0.015
C 0.802 -0.571 -1.518 -0.057
C 0.702 -1.736 -0.594 -0.173
C 2.007 -2.520 -0.381 -0.190
C 3.101 -1.944 0.274 -0.045
C 4.197 -2.742 0.609 -0.063
C 4.176 -4.115 0.325 -0.085
C 3.113 -4.676 -0.396 -0.079
C 2.037 -3.869 -0.765 -0.040
C 2.024 -0.082 -2.150 -0.314
O 3.208 -0.369 -1.928 0.038
H 2.183 3.168 -5.618 0.098
H 3.411 1.651 -4.015 0.115
H -1.602 1.575 -4.201 0.115
H -0.308 3.130 -5.727 0.098
H -0.033 -2.418 -1.041 0.155
H 3.121 -0.872 0.499 0.123
H 5.066 -2.282 1.093 0.109
H 5.003 -4.746 0.638 0.098
H 3.106 -5.734 -0.677 0.105
H 1.185 -4.269 -1.329 0.121


# 2
71
Properties=species:S:1:pos:R:3:lowdin_charge:R:1 method="wB97M-V/def2-TZVPD" total_energy_ha=-9163.3824 max_force_ev_per_a=4.60 charge=+3 homo_energy_ev="-15.89 / -15.95"
W -1.005 3.298 -0.655 0.484
C 4.666 2.057 -0.171 0.001
C 4.284 2.640 1.034 -0.033
C 3.066 3.296 1.022 0.029
C 2.060 2.792 0.121 -0.263
C 2.474 2.170 -1.110 -0.093
C 3.805 2.129 -1.319 -0.063
N 0.741 2.646 0.491 -0.132
N 0.581 2.587 1.878 0.146
C -0.574 3.205 2.168 -0.336
C -0.927 3.294 3.515 0.038
C -1.803 4.324 3.866 0.017
C -2.174 5.310 2.920 0.006
C -1.854 5.225 1.555 -0.064
C -1.146 4.096 1.115 -0.375
H 5.577 1.435 -0.234 0.139
H 4.902 2.504 1.955 0.151
H 2.815 4.025 1.785 0.128
H 1.757 1.603 -1.764 0.059
H 4.236 2.168 -2.327 0.137
H -0.578 2.527 4.213 0.140
H -2.287 4.331 4.818 0.124
H -2.682 6.211 3.205 0.126
H -2.234 6.017 0.878 0.127
Se -0.925 5.243 -2.171 0.192
Se -0.160 3.333 -3.117 0.124
Te -3.401 3.363 -1.623 0.711
Se -2.520 1.372 -0.158 0.224
C 1.689 -2.390 1.893 -0.026
C 2.378 -2.099 0.547 -0.263
C 3.706 -2.578 0.401 0.001
C 4.402 -2.342 -0.763 -0.041
C 3.837 -1.572 -1.766 -0.051
C 2.492 -1.147 -1.651 -0.132
C 1.779 -1.406 -0.462 -0.214
Sb -0.463 -0.819 -0.690 1.675
C -1.275 -2.306 -2.047 -0.309
C -1.172 -3.617 -1.574 -0.107
C -0.914 -4.625 -2.495 -0.062
C -0.994 -4.424 -3.829 -0.022
C -1.267 -3.122 -4.313 0.007
C -1.322 -2.021 -3.439 -0.296
C -1.435 -0.606 -3.979 -0.060
C -1.836 -1.268 0.994 -0.430
C -1.230 -0.902 2.224 -0.188
C -1.759 -1.314 3.453 -0.045
C -2.782 -2.265 3.425 -0.019
C -3.498 -2.517 2.258 0.006
C -3.058 -1.929 1.054 -0.301
C -4.003 -1.936 -0.130 -0.040
H 2.329 -2.927 2.565 0.081
H 0.822 -3.052 1.732 0.094
H 1.381 -1.493 2.453 0.074
H 4.175 -3.113 1.222 0.134
H 5.479 -2.634 -0.829 0.148
H 4.474 -1.166 -2.574 0.134
H 2.035 -0.538 -2.455 0.097
H -1.249 -3.866 -0.533 0.107
H -0.626 -5.594 -2.094 0.132
H -0.935 -5.213 -4.581 0.136
H -1.444 -2.927 -5.375 0.131
H -1.446 -0.640 -5.074 0.095
H -0.571 0.006 -3.704 0.039
H -2.360 -0.074 -3.607 0.099
H -0.305 -0.335 2.241 0.065
H -1.484 -0.773 4.333 0.111
H -3.131 -2.799 4.321 0.135
H -4.431 -3.074 2.256 0.139
H -5.031 -1.822 0.205 0.102
H -3.839 -2.844 -0.660 0.075
H -3.820 -1.113 -0.845 0.045


# 3
68
Properties=species:S:1:pos:R:3:lowdin_charge:R:1 method="wB97M-V/def2-TZVPD" total_energy_ha=-1912.9199 max_force_ev_per_a=6.97 relative_energy_kcal_mol=28.2 charge=+1 homo_energy_ev=-10.17
C 0.427 -5.095 2.305 -0.068
C 1.626 -4.879 1.678 -0.060
C 2.053 -3.603 1.389 -0.033
C 1.176 -2.546 1.630 -0.245
C 1.620 -1.122 1.366 -0.137
C 2.152 -0.493 2.671 -0.085
C 1.811 0.991 2.910 -0.096
N 0.374 1.072 2.724 -0.016
C -0.504 1.958 3.449 -0.181
C -1.745 2.055 2.796 -0.381
C -2.573 3.188 2.919 -0.062
C -2.192 4.197 3.816 -0.070
C -0.970 4.129 4.509 -0.051
C -0.116 3.030 4.269 -0.010
S -1.876 0.795 1.528 1.213
C -0.204 0.469 1.641 -0.508
N 0.485 -0.261 0.731 0.009
C -0.047 -2.762 2.249 -0.032
C -0.414 -4.054 2.549 -0.060
H 0.070 -6.080 2.486 0.109
H 2.250 -5.704 1.435 0.108
H 3.023 -3.410 0.936 0.131
H 2.345 -1.085 0.555 0.153
H 1.824 -1.065 3.564 0.137
H 3.243 -0.629 2.741 0.135
H 2.153 1.278 3.930 0.142
H 2.304 1.650 2.173 0.139
H -3.467 3.344 2.299 0.125
H -2.823 5.066 3.966 0.111
H -0.675 4.954 5.205 0.129
H 0.892 3.053 4.680 0.108
H -0.666 -1.884 2.433 0.110
H -1.368 -4.168 2.988 0.105
C 1.806 -3.991 -5.788 -0.033
O 1.809 -4.188 -4.335 -0.082
C 1.480 -3.157 -3.526 -0.301
C 1.320 -1.831 -3.898 0.004
C 0.947 -0.890 -2.901 -0.009
C 0.602 -1.266 -1.570 -0.151
C -0.100 -0.427 -0.538 -0.234
C -0.774 0.767 -1.195 -0.133
C -0.712 2.188 -0.895 -0.152
C -0.013 3.043 -0.016 -0.038
C -0.478 4.333 0.156 -0.094
C -1.529 4.878 -0.585 -0.080
C -2.116 4.131 -1.609 -0.008
C -1.626 2.852 -1.761 -0.168
N -2.045 1.899 -2.706 -0.099
C -2.951 2.168 -3.812 -0.012
C -1.468 0.704 -2.415 -0.012
C 0.709 -2.641 -1.310 -0.028
C 1.275 -3.543 -2.201 0.024
H 2.105 -4.963 -6.188 0.095
H 0.812 -3.709 -6.154 0.097
H 2.531 -3.225 -6.070 0.087
H 1.490 -1.542 -4.939 0.112
H 0.869 0.125 -3.258 0.107
H -0.716 -1.180 -0.021 0.145
H 0.841 2.696 0.546 0.099
H -0.079 4.951 0.933 0.100
H -1.850 5.918 -0.478 0.110
H -2.868 4.522 -2.350 0.123
H -3.484 3.126 -3.643 0.081
H -2.347 2.256 -4.749 0.108
H -3.714 1.356 -3.915 0.106
H -1.780 -0.139 -3.020 0.149
H 0.343 -3.064 -0.384 0.101
H 1.518 -4.551 -1.924 0.120


# 4
67
Properties=species:S:1:pos:R:3:lowdin_charge:R:1 method="wB97M-V/def2-TZVPD" total_energy_ha=-1632.5911 max_force_ev_per_a=0.47 relative_energy_kcal_mol=0.0 charge=-1 homo_energy_ev=-2.28
Pb 1.585 -2.697 0.773 1.015
N 3.478 -0.837 1.176 0.028
C 4.100 -1.158 2.383 -0.289
C 5.456 -1.461 2.407 -0.042
C 6.071 -1.868 3.577 -0.107
C 5.332 -1.975 4.744 -0.107
C 3.980 -1.671 4.718 -0.045
C 3.336 -1.264 3.555 -0.154
C 1.890 -0.927 3.593 -0.236
C 1.467 -0.080 4.622 -0.060
C 0.133 0.250 4.770 -0.105
C -0.791 -0.270 3.876 -0.104
C -0.362 -1.091 2.843 -0.140
C 0.976 -1.441 2.664 -0.271
H 4.094 -0.622 0.403 0.103
H 2.707 -0.180 1.209 0.075
H 6.029 -1.372 1.492 0.107
H 7.127 -2.102 3.573 0.095
H 5.799 -2.299 5.664 0.092
H 3.390 -1.767 5.621 0.112
H 2.203 0.338 5.301 0.107
H -0.178 0.916 5.567 0.093
H -1.841 -0.020 3.970 0.092
H -1.101 -1.455 2.145 0.053
C 0.930 -1.024 -0.510 -0.291
C 0.653 -0.106 -1.268 -0.223
C 0.346 0.953 -2.140 -0.230
C 1.062 1.027 -3.384 -0.187
C 1.129 2.188 -4.187 -0.069
C 1.870 2.231 -5.351 -0.131
C 2.593 1.130 -5.792 -0.151
C 2.560 -0.021 -5.009 -0.131
C 1.824 -0.076 -3.845 -0.054
C -0.633 1.898 -1.688 -0.207
C -0.946 2.003 -0.311 -0.062
C -1.911 2.870 0.153 -0.132
C -2.646 3.668 -0.721 -0.147
C -2.371 3.568 -2.082 -0.129
C -1.396 2.713 -2.555 -0.079
H 0.616 3.086 -3.868 0.085
H 1.892 3.156 -5.922 0.089
H 3.170 1.169 -6.707 0.076
H 3.117 -0.901 -5.317 0.088
H 1.823 -0.983 -3.252 0.089
H -0.400 1.379 0.387 0.095
H -2.083 2.938 1.223 0.091
H -3.400 4.351 -0.353 0.076
H -2.939 4.160 -2.793 0.089
H -1.242 2.636 -3.623 0.091
N -0.999 -3.258 0.305 0.095
C -1.916 -2.599 0.057 -0.297
N -2.911 -1.831 -0.304 -0.083
C -2.921 -1.343 -1.686 -0.119
C -3.638 -0.002 -1.754 -0.168
C -5.005 -0.068 -1.089 -0.201
C -4.861 -0.534 0.354 -0.182
C -4.178 -1.895 0.405 -0.153
H -3.419 -2.091 -2.324 0.127
H -1.881 -1.246 -2.002 0.122
H -3.725 0.298 -2.801 0.121
H -3.021 0.747 -1.258 0.089
H -5.657 -0.766 -1.632 0.110
H -5.487 0.911 -1.125 0.109
H -5.833 -0.600 0.848 0.108
H -4.251 0.186 0.907 0.117
H -4.822 -2.658 -0.063 0.125
H -3.975 -2.207 1.430 0.125


# 5
72
Properties=species:S:1:pos:R:3:lowdin_charge:R:1 method="wB97M-V/def2-TZVPD" total_energy_ha=-3588.7860 spin_multiplicity=7 max_force_ev_per_a=2.31 charge=-1 homo_energy_ev="-2.11 / -2.68" s2=12.77
Tb -0.150 0.672 0.345 1.080
C 1.914 3.424 -1.204 -0.067
C 2.685 2.146 -1.195 -0.316
C 4.072 2.175 -1.309 -0.032
C 4.772 0.972 -1.227 -0.082
C 4.068 -0.199 -1.104 -0.046
C 2.654 -0.178 -1.036 -0.221
N 1.986 1.024 -1.052 0.067
C 1.875 -1.398 -1.036 -0.249
C 2.463 -2.646 -1.318 -0.045
C 1.693 -3.792 -1.239 -0.102
C 0.360 -3.697 -0.885 -0.026
C -0.200 -2.430 -0.641 -0.251
N 0.553 -1.306 -0.744 -0.020
C -1.590 -2.267 -0.266 -0.246
C -2.442 -3.369 -0.044 -0.055
C -3.751 -3.172 0.306 -0.092
C -4.226 -1.860 0.409 -0.057
C -3.346 -0.810 0.188 -0.340
C -3.833 0.600 0.320 -0.043
N -2.061 -0.988 -0.122 0.030
H 2.483 4.228 -1.664 0.076
H 1.681 3.705 -0.172 0.025
H 0.968 3.286 -1.728 0.022
H 4.592 3.113 -1.423 0.102
H 5.854 0.964 -1.262 0.102
H 4.602 -1.134 -1.038 0.096
H 3.489 -2.718 -1.636 0.089
H 2.132 -4.763 -1.443 0.093
H -0.233 -4.595 -0.811 0.090
H -2.063 -4.375 -0.129 0.086
H -4.403 -4.014 0.507 0.096
H -5.253 -1.661 0.662 0.095
H -4.878 0.670 0.027 0.080
H -3.237 1.269 -0.307 -0.015
H -3.748 0.929 1.356 0.067
S -0.059 3.142 1.602 0.471
C -1.108 4.193 0.648 -0.698
C -1.367 5.456 1.180 -0.166
C -2.139 6.387 0.512 -0.139
C -2.684 6.063 -0.720 -0.136
C -2.447 4.814 -1.257 -0.164
C -1.661 3.862 -0.606 -0.705
S -1.418 2.350 -1.468 0.487
H -0.932 5.696 2.140 0.078
H -2.314 7.362 0.948 0.082
H -3.292 6.782 -1.258 0.084
H -2.859 4.545 -2.219 0.079
C 2.796 -2.304 2.428 -0.070
O 1.783 -1.454 1.888 -0.222
C 1.919 -0.138 1.717 -0.255
C 3.151 0.511 2.284 -0.091
H 3.763 -2.098 1.965 0.090
H 2.489 -3.322 2.185 0.089
H 2.863 -2.198 3.516 0.090
H 3.668 -0.070 3.051 0.059
H 2.867 1.479 2.698 0.072
H 3.850 0.708 1.466 0.067
S -1.795 -2.319 4.195 1.046
C -0.991 -1.709 2.770 -0.424
N -1.184 -0.441 2.500 -0.018
C -1.991 0.141 3.432 -0.310
C -2.401 1.481 3.454 -0.042
C -3.207 1.923 4.482 -0.074
C -3.624 1.067 5.496 -0.094
C -3.242 -0.268 5.492 -0.109
C -2.440 -0.718 4.462 -0.464
H -0.405 -2.375 2.172 0.068
H -2.054 2.157 2.685 0.029
H -3.503 2.961 4.499 0.106
H -4.254 1.439 6.289 0.094
H -3.549 -0.937 6.281 0.098


# 6
81
Properties=species:S:1:pos:R:3:lowdin_charge:R:1 method="wB97M-V/def2-TZVPD" total_energy_ha=-6893.0994 spin_multiplicity=2 max_force_ev_per_a=0.46 relative_energy_kcal_mol=0.0 charge=-1 homo_energy_ev="-3.28 / -5.08" s2=0.76
Hg 0.048 0.217 -0.053 1.040
O 2.079 0.311 -0.972 -0.216
C 2.938 1.278 -0.994 -0.378
C 4.294 0.943 -1.274 -0.029
C 5.287 1.883 -1.380 -0.113
C 4.995 3.240 -1.208 -0.126
C 3.697 3.593 -0.912 -0.068
C 2.659 2.659 -0.779 -0.098
C 1.337 3.148 -0.394 -0.276
N 0.170 2.523 -0.438 0.016
C -0.784 3.394 0.036 -0.139
C -0.198 4.568 0.372 -0.094
N 1.138 4.404 0.088 0.104
H 4.503 -0.111 -1.416 0.109
H 6.299 1.569 -1.606 0.096
H 5.762 3.996 -1.305 0.087
H 3.485 4.651 -0.796 0.095
H -1.819 3.102 0.107 0.103
H -0.592 5.482 0.780 0.102
H 1.866 5.054 0.314 0.139
O -3.658 -1.866 -0.831 0.009
C -2.499 -1.473 -0.681 -0.640
O -2.088 -0.275 -0.732 -0.142
C -1.457 -2.562 -0.365 -0.179
C -1.888 -3.893 -0.139 0.013
C -0.965 -4.833 0.193 -0.008
C 0.402 -4.481 0.295 -0.177
C 1.419 -5.396 0.651 -0.065
C 2.718 -4.983 0.739 -0.116
C 3.060 -3.638 0.482 -0.100
C 2.101 -2.726 0.141 -0.013
C 0.751 -3.141 0.041 -0.216
N -0.199 -2.216 -0.283 0.097
H -2.946 -4.098 -0.204 0.118
H -1.262 -5.854 0.405 0.115
H 1.146 -6.423 0.867 0.111
H 3.492 -5.684 1.025 0.100
H 4.093 -3.325 0.567 0.103
H 2.341 -1.688 -0.068 0.085
C -4.290 -0.192 2.305 -0.019
O -2.896 -0.354 2.621 -0.095
C -2.501 -1.605 2.878 -0.511
O -3.259 -2.542 2.904 0.124
C -1.024 -1.691 3.099 -0.266
C -0.527 -2.836 3.572 -0.274
As 1.348 -3.407 3.651 1.328
C 1.285 -4.012 5.525 -0.269
C 2.205 -1.690 3.866 -0.359
C 1.801 -0.573 3.126 -0.354
As 0.026 -0.130 2.583 1.252
C -0.555 1.148 3.935 -0.235
C 2.662 0.498 2.727 -0.571
O 2.252 1.604 2.357 -0.016
O 3.986 0.218 2.805 -0.059
C 4.867 1.304 2.537 -0.045
C 3.331 -1.617 4.779 -0.553
O 3.574 -0.710 5.541 0.093
O 4.147 -2.742 4.845 -0.105
C 4.538 -3.353 3.618 -0.114
C -1.437 -3.924 4.050 -0.583
O -1.931 -3.953 5.146 0.111
O -1.488 -4.941 3.173 -0.068
C -2.315 -6.045 3.541 -0.036
H -4.436 0.878 2.191 0.092
H -4.901 -0.581 3.118 0.093
H -4.526 -0.708 1.375 0.087
H 0.653 -4.897 5.598 0.019
H 0.901 -3.230 6.176 0.044
H 2.300 -4.270 5.821 0.018
H -0.372 0.689 4.905 0.042
H -1.604 1.394 3.811 0.014
H 0.073 2.027 3.814 0.022
H 5.858 0.868 2.431 0.090
H 4.860 2.007 3.372 0.096
H 4.587 1.819 1.621 0.071
H 5.626 -3.437 3.621 0.088
H 4.225 -2.756 2.760 0.065
H 4.105 -4.353 3.532 0.064
H -1.916 -6.915 3.026 0.086
H -3.338 -5.850 3.216 0.100
H -2.301 -6.194 4.618 0.087